1.
Computed, not measured: one molecule with the formula C23H31N5O2 at a distorted geometry, with the ωB97M-V functional and the def2-TZVPD basis.

Atoms and positions in Å:
C -3.7342 -3.7536 1.9803
C -2.7632 -3.5837 0.8183
C -1.6089 -2.6555 1.1922
C -0.5817 -2.4771 0.0736
C -1.1274 -1.6890 -1.1194
N -1.5313 -0.3553 -0.7373
C -0.8446 0.6434 -0.1170
N 0.4901 0.6306 0.1621
C 1.4748 0.3474 -0.8671
C 2.7617 -0.1635 -0.2249
C 3.3078 0.8622 0.7673
C 4.5760 0.3486 1.4659
C 5.6962 0.1387 0.4876
C 6.4077 1.2265 -0.0043
C 7.4201 1.0494 -0.9295
C 7.7365 -0.2220 -1.3777
C 7.0360 -1.3127 -0.8930
C 6.0227 -1.1319 0.0322
C 2.2120 1.1858 1.7825
C 0.9494 1.6653 1.0739
N -1.6379 1.6314 0.2937
C -2.8812 1.2646 -0.0702
C -2.8633 0.0370 -0.7131
C -4.0523 -0.5793 -1.1945
O -4.1885 -1.6495 -1.7611
N -5.1570 0.2309 -0.9205
C -5.2260 1.4615 -0.2969
O -6.2807 2.0380 -0.1490
N -4.0248 1.9742 0.1392
C -3.9751 3.2561 0.8049
H -3.2282 -4.1718 2.8487
H -4.5473 -4.4194 1.7023
H -4.1610 -2.7933 2.2628
H -3.3067 -3.1861 -0.0390
H -2.3615 -4.5595 0.5352
H -2.0059 -1.6781 1.4779
H -1.0985 -3.0658 2.0675
H -0.2564 -3.4554 -0.2850
H 0.2880 -1.9521 0.4729
H -0.3807 -1.6491 -1.9187
H -2.0176 -2.1742 -1.5230
H 1.0871 -0.3914 -1.5649
H 1.6925 1.2661 -1.4346
H 3.4980 -0.3638 -1.0047
H 2.5567 -1.0993 0.2991
H 3.5611 1.7762 0.2182
H 4.8804 1.0811 2.2171
H 4.3480 -0.5880 1.9785
H 6.1686 2.2205 0.3470
H 7.9660 1.9046 -1.3005
H 8.5279 -0.3619 -2.0990
H 7.2797 -2.3079 -1.2356
H 5.4814 -1.9885 0.4086
H 2.5500 1.9594 2.4734
H 1.9789 0.2901 2.3615
H 0.1512 1.8621 1.7887
H 1.1545 2.5965 0.5278
H -6.0520 -0.1314 -1.2299
H -4.9862 3.6578 0.8255
H -3.5972 3.1311 1.8198
H -3.3091 3.9256 0.2613

Cartesian forces (eV/Å) of the 6 atoms listed first:
C 0.085 -0.058 -0.227
C 0.013 0.180 0.261
C 0.068 -0.219 -0.269
C -0.149 0.176 0.068
C 0.446 -0.692 -0.025
N -0.009 0.528 0.008

E_tot, eV: -35902.5273
SMILES: CCCCCn1c(N2CCC(Cc3ccccc3)CC2)nc2c1c(=O)[nH]c(=O)n2C
Net charge: 0
ΔE to the lowest compared entry with this formula, charge and spin, kJ/mol: 0.0
LUMO energy, eV: 0.6



2.
Computed, not measured: one molecule with the formula C23H31N5O3S at a distorted geometry, with the ωB97M-V functional and the def2-TZVPD basis.

Atoms and positions in Å:
C -6.4033 -1.7411 -2.1823
C -5.3816 -1.2071 -1.1799
C -5.2488 0.3076 -1.3188
C -5.8010 -1.6163 0.2375
C -4.8023 -1.2148 1.3248
N -3.4997 -1.7978 1.1014
C -2.4275 -1.0745 0.7595
O -2.4395 0.1458 0.6553
C -1.2041 -1.8859 0.5474
O -1.2851 -3.1900 0.8842
N -0.0986 -3.7888 0.6761
C 0.7278 -2.8935 0.2064
C 2.1417 -3.2292 -0.0520
S 3.1372 -2.7356 1.4370
C 4.4943 -1.9176 0.7003
N 5.7267 -2.1088 1.0726
C 6.4671 -1.2398 0.3136
C 7.8389 -1.0147 0.2808
C 8.3093 -0.0711 -0.6077
C 7.4516 0.6400 -1.4504
C 6.0871 0.4323 -1.4369
C 5.6057 -0.5115 -0.5449
N 4.3437 -0.9631 -0.2632
C 0.0716 -1.6226 0.0872
C 0.6963 -0.4108 -0.5036
O 1.7510 -0.4959 -1.1284
N 0.0369 0.7309 -0.3252
C 0.5184 1.9974 -0.8240
C 0.9721 2.9215 0.3089
C -0.1042 3.2103 1.3626
C 0.4734 4.1454 2.4241
C -1.3590 3.8251 0.7468
H -6.1026 -1.4981 -3.1984
H -6.4967 -2.8221 -2.1033
H -7.3795 -1.2977 -1.9990
H -4.4096 -1.6627 -1.4033
H -4.4259 0.6873 -0.7196
H -6.1673 0.8005 -1.0075
H -5.0549 0.5703 -2.3561
H -5.9363 -2.7006 0.2669
H -6.7611 -1.1549 0.4751
H -4.6683 -0.1327 1.3475
H -5.1717 -1.5459 2.3002
H -3.4176 -2.8027 1.1492
H 2.5238 -2.6895 -0.9135
H 2.2553 -4.3055 -0.1672
H 8.4988 -1.5652 0.9314
H 9.3698 0.1279 -0.6582
H 7.8689 1.3700 -2.1283
H 5.4215 0.9796 -2.0872
H 3.4676 -0.6561 -0.6759
H -0.8689 0.7234 0.1439
H 1.3620 1.7919 -1.4883
H -0.2788 2.4696 -1.4033
H 1.3005 3.8630 -0.1366
H 1.8338 2.4680 0.8041
H -0.3827 2.2699 1.8499
H 0.7372 5.1039 1.9818
H 1.3675 3.7165 2.8710
H -0.2526 4.3213 3.2143
H -2.0379 4.1479 1.5326
H -1.8879 3.1052 0.1283
H -1.1021 4.6914 0.1404

Cartesian forces (eV/Å) of the 6 atoms listed first:
C 0.284 -0.010 0.121
C -0.270 0.034 0.037
C 0.166 -0.240 0.033
C 0.418 0.103 -0.116
C -0.438 0.147 0.004
N -0.008 -0.262 0.034

E_tot, eV: -48783.7515
SMILES: CC(C)CCNC(=O)c1onc(CSc2nc3ccccc3[nH]2)c1C(=O)NCCC(C)C
Net charge: 0
ΔE to the lowest compared entry with this formula, charge and spin, kJ/mol: 205.1
LUMO energy, eV: -0.4



3.
Computed, not measured: one molecule with the formula C23H31NO at a distorted geometry, with the ωB97M-V functional and the def2-TZVPD basis.

Atoms and positions in Å:
O 0.1581 1.0717 1.2159
C -0.0498 -0.2655 1.4724
C -0.8896 -1.0676 0.3439
C -2.1700 -0.2316 0.1240
C -3.1437 0.0124 1.0795
C -4.4605 0.9760 0.5330
C -5.4877 0.2366 -0.3075
C -6.4317 0.8827 -0.9215
C -6.4240 2.4681 -1.0098
C -5.1019 2.9747 -0.3253
C -4.1839 2.1820 0.3391
C -1.3480 -2.5914 0.7367
C -0.2312 -3.4162 1.1786
C 0.6195 -3.5127 0.0537
N 1.1318 -2.0283 -0.5738
C 2.0914 -1.9372 -1.5643
C 3.0297 -0.9201 -1.5417
C 3.5903 -0.5552 0.0660
C 4.2779 0.6943 0.0863
C 3.3996 1.8713 0.4928
C 4.0558 3.3152 0.3954
C 5.2464 3.4884 0.2464
C 6.0377 2.3786 -0.3396
C 5.4502 1.1951 -0.1415
C -0.0348 -1.1988 -0.9081
H -0.6713 1.6483 1.1892
H 0.9192 -0.6447 1.6259
H -0.6676 -0.3541 2.5250
H -1.8466 0.7190 -0.5984
H -2.7671 -0.7118 -0.8315
H -2.5867 0.7159 1.6384
H -3.5730 -0.9153 1.4282
H -5.4207 -0.7571 -0.3966
H -7.1828 0.5729 -1.4805
H -7.2252 3.0556 -1.3631
H -5.1758 4.2100 -0.4028
H -3.3116 2.6468 0.8248
H -1.8993 -2.1078 1.8533
H -1.9995 -2.8688 -0.0285
H 0.3911 -3.0885 1.9447
H -0.5575 -4.4004 1.3767
H 1.5542 -4.0302 -0.0340
H 0.1791 -3.8112 -0.9257
H 2.9052 -2.9069 -1.1820
H 1.7924 -2.0724 -2.5262
H 2.3876 0.2039 -1.6132
H 3.7640 -0.7988 -2.3332
H 4.4729 -1.1147 0.0634
H 2.8120 -0.6896 0.8127
H 2.4143 1.5600 0.6706
H 3.4006 4.0536 0.7472
H 5.6755 4.6141 -0.0750
H 7.0560 2.6083 -0.3331
H 6.1984 0.3907 -0.5361
H 0.4238 -0.2874 -1.1220
H -0.5929 -1.4618 -1.6490

Cartesian forces (eV/Å) of the 6 atoms listed first:
O -1.160 2.487 -0.786
C -3.800 -1.380 1.991
C 0.001 -0.158 1.172
C 1.904 -0.727 -10.434
C -4.801 2.848 1.081
C 0.930 -11.232 -1.496

E_tot, eV: -27875.7630
SMILES: OC[C@]1(CCc2ccccc2)CCCN(CCCc2ccccc2)C1
Net charge: 0
ΔE to the lowest compared entry with this formula, charge and spin, kJ/mol: 0.0
LUMO energy, eV: 0.6



4.
Computed, not measured: C23H32AlClF3N3O3P as an isolated structure at a distorted geometry, with the ωB97M-V functional and the def2-TZVPD basis.

Atoms and positions in Å:
C 2.3492 -2.6934 1.0747
O 3.5669 -2.0114 0.6256
C 3.2940 -0.9414 -0.3559
C 4.4231 0.2064 -0.1417
C 3.9918 1.6052 0.5325
Al 2.0965 1.8040 1.2373
C 1.1180 3.0831 -0.1010
C -0.1303 2.1637 -0.7136
O -1.0539 1.9455 0.4178
C -2.0981 0.9574 0.0943
C -1.6575 -0.5995 0.4194
F -0.6076 -1.1224 -0.5213
F -2.8831 -1.4308 0.1341
F -1.2557 -0.6811 1.8510
P 1.9634 2.8039 3.3765
O 0.2500 2.7761 3.7361
Cl 2.8623 1.5373 4.8262
H 2.2976 -2.5434 2.2546
H 1.3579 -2.3622 0.5504
H 2.5504 -3.8624 0.9356
H 2.1825 -0.5884 -0.4061
H 3.5140 -1.4307 -1.4236
H 4.9485 0.4291 -1.1873
H 5.2850 -0.2742 0.5280
H 4.2079 2.4748 -0.2465
H 4.7358 1.8185 1.4392
H 1.3596 0.4043 1.3706
H 0.6165 4.0000 0.4633
H 1.8538 3.4447 -0.9678
H 0.3181 1.1871 -1.1768
H -0.6327 2.7580 -1.6163
H -3.0183 1.2101 0.8077
H -2.5114 1.0198 -1.0000
H -0.1106 1.9915 3.1935
N -6.3611 -2.2193 -2.8867
C -5.4257 -1.9536 -1.9487
C -5.5172 -0.9084 -1.0436
C -6.6335 -0.0809 -1.1044
C -7.6131 -0.3279 -2.0606
C -7.4344 -1.3999 -2.9202
H -4.5722 -2.6253 -1.9436
H -4.7368 -0.7432 -0.3095
H -6.7395 0.7493 -0.4122
H -8.4947 0.2988 -2.1342
H -8.1727 -1.6360 -3.6814
N 0.0182 5.3857 -2.2554
C -0.5150 6.4421 -1.6035
C -1.3059 7.4038 -2.2116
C -1.5644 7.2789 -3.5726
C -1.0278 6.2027 -4.2718
C -0.2517 5.2902 -3.5754
H -0.2820 6.4973 -0.5441
H -1.7102 8.2302 -1.6382
H -2.1790 8.0138 -4.0841
H -1.2101 6.0773 -5.3331
H 0.1865 4.4312 -4.0759
N 2.8575 -5.8539 2.3339
C 2.8971 -7.0269 1.6647
C 3.2728 -8.2302 2.2403
C 3.6341 -8.2328 3.5834
C 3.6052 -7.0402 4.2989
C 3.2120 -5.8882 3.6368
H 2.6095 -6.9725 0.6188
H 3.2837 -9.1429 1.6555
H 3.9355 -9.1565 4.0687
H 3.8815 -7.0088 5.3467
H 3.1696 -4.9331 4.1528

Cartesian forces (eV/Å) of the 6 atoms listed first:
C 0.526 -1.468 1.150
O -2.498 1.022 -0.687
C 1.301 -0.477 -1.622
C 1.120 -0.173 -0.189
C 1.832 0.669 0.044
Al 0.258 0.075 -1.145

E_tot, eV: -71540.1420
Net charge: -1
LUMO energy, eV: 2.3